{"formula": "C5H15NO", "method": "wB97M-V/def2-TZVPD", "max_force_ev_per_a": 2.60, "total_energy_ev": -8964.9539, "de_lowest_kj_mol": 135.5, "species": ["C", "C", "C", "N", "C", "C", "H", "H", "H", "H", "H", "H", "H", "H", "H", "H", "H", "H", "H", "H", "H", "O"], "positions_angstrom": [[-0.061, -1.815, -0.992], [-1.456, -1.622, -1.563], [0.097, -1.284, 0.407], [0.143, 0.179, 0.566], [1.045, 0.631, 1.648], [0.680, 2.033, 2.143], [0.222, -2.871, -1.052], [0.689, -1.287, -1.606], [-1.757, -0.599, -1.768], [-2.190, -1.980, -0.837], [-1.520, -2.152, -2.509], [1.018, -1.663, 0.865], [-0.733, -1.518, 1.107], [-0.532, 0.886, 0.355], [0.835, -0.064, 2.466], [2.072, 0.558, 1.299], [1.655, 2.532, 2.250], [0.131, 2.536, 1.343], [0.182, 2.007, 3.103], [0.307, 1.789, -1.784], [-0.728, 2.189, -2.842], [-0.101, 1.515, -2.599]], "atomic_forces_ev_per_a": [[0.3, 0.7, -0.5], [-0.1, -0.1, 0.1], [-1.1, 1.2, 1.4], [2.5, 0.8, -0.1], [-1.8, -0.7, -0.3], [1.5, -0.3, -0.8], [-0.2, 0.0, 0.3], [-0.3, -0.1, 0.1], [0.5, 0.3, 0.0], [-0.1, -0.4, -0.2], [-0.3, -0.2, 0.0], [-0.1, 0.1, -0.2], [0.2, -1.1, -0.5], [-0.9, -0.8, -0.3], [0.7, -0.1, 0.3], [0.2, 0.0, 0.2], [-0.5, 0.4, 0.2], [-0.2, 0.3, 0.4], [-0.4, 0.2, -0.1], [0.2, 0.1, 0.5], [-0.2, 0.4, 0.0], [0.0, -0.6, -0.5]], "nbo_charge": [-0.412, -0.608, -0.207, -0.689, -0.204, -0.621, 0.203, 0.213, 0.214, 0.195, 0.209, 0.197, 0.171, 0.375, 0.165, 0.175, 0.213, 0.195, 0.216, 0.474, 0.466, -0.941]}


{"formula": "C5H15NO", "method": "wB97M-V/def2-TZVPD", "max_force_ev_per_a": 3.25, "total_energy_ev": -8964.7495, "de_lowest_kj_mol": 155.3, "species": ["C", "C", "C", "C", "C", "N", "H", "H", "H", "H", "H", "H", "H", "H", "H", "H", "H", "H", "H", "H", "H", "O"], "positions_angstrom": [[-0.848, -0.690, -0.790], [-0.352, 0.724, -1.313], [-1.060, 1.098, -2.619], [-0.467, 1.729, -0.103], [0.631, 2.712, -0.069], [-0.229, -1.802, -1.435], [-1.904, -0.865, -0.966], [-0.461, -0.645, 0.295], [0.720, 0.764, -1.409], [-0.972, 2.193, -2.742], [-2.161, 0.903, -2.513], [-0.739, 0.686, -3.587], [-1.486, 2.184, -0.185], [-0.599, 1.223, 0.863], [0.392, 3.702, 0.356], [1.027, 2.807, -1.094], [1.559, 2.319, 0.361], [0.786, -1.733, -1.387], [-0.424, -2.641, -0.803], [1.915, -3.972, 5.697], [1.754, -2.383, 5.702], [1.846, -3.171, 5.102]], "atomic_forces_ev_per_a": [[2.2, 1.7, 1.3], [-0.8, -1.2, 1.2], [-1.0, 1.4, 0.3], [-3.2, -0.6, -0.5], [1.6, 0.9, -0.9], [0.6, -2.7, 0.5], [-0.4, 0.7, 0.7], [-1.5, -0.3, -1.1], [0.7, -0.9, -0.7], [-0.1, -0.2, -0.1], [0.9, 0.1, -0.1], [0.2, -0.4, 0.7], [0.7, 0.3, -0.1], [0.5, -0.3, -0.3], [0.2, -0.5, -0.2], [-0.5, 0.8, 0.0], [-0.3, -0.1, 0.8], [-0.1, 0.2, -0.1], [0.2, 1.3, -1.4], [-0.1, 1.6, -0.9], [0.2, -1.4, -0.8], [0.0, -0.2, 1.7]], "nbo_charge": [-0.203, -0.221, -0.618, -0.401, -0.622, -0.827, 0.194, 0.153, 0.189, 0.204, 0.203, 0.226, 0.197, 0.204, 0.219, 0.202, 0.206, 0.344, 0.349, 0.474, 0.473, -0.947]}


Q: What is the formula in the first record?
A: C5H15NO


Copy entry 2 word for word.
{"formula": "C5H15NO", "method": "wB97M-V/def2-TZVPD", "max_force_ev_per_a": 3.25, "total_energy_ev": -8964.7495, "de_lowest_kj_mol": 155.3, "species": ["C", "C", "C", "C", "C", "N", "H", "H", "H", "H", "H", "H", "H", "H", "H", "H", "H", "H", "H", "H", "H", "O"], "positions_angstrom": [[-0.848, -0.690, -0.790], [-0.352, 0.724, -1.313], [-1.060, 1.098, -2.619], [-0.467, 1.729, -0.103], [0.631, 2.712, -0.069], [-0.229, -1.802, -1.435], [-1.904, -0.865, -0.966], [-0.461, -0.645, 0.295], [0.720, 0.764, -1.409], [-0.972, 2.193, -2.742], [-2.161, 0.903, -2.513], [-0.739, 0.686, -3.587], [-1.486, 2.184, -0.185], [-0.599, 1.223, 0.863], [0.392, 3.702, 0.356], [1.027, 2.807, -1.094], [1.559, 2.319, 0.361], [0.786, -1.733, -1.387], [-0.424, -2.641, -0.803], [1.915, -3.972, 5.697], [1.754, -2.383, 5.702], [1.846, -3.171, 5.102]], "atomic_forces_ev_per_a": [[2.2, 1.7, 1.3], [-0.8, -1.2, 1.2], [-1.0, 1.4, 0.3], [-3.2, -0.6, -0.5], [1.6, 0.9, -0.9], [0.6, -2.7, 0.5], [-0.4, 0.7, 0.7], [-1.5, -0.3, -1.1], [0.7, -0.9, -0.7], [-0.1, -0.2, -0.1], [0.9, 0.1, -0.1], [0.2, -0.4, 0.7], [0.7, 0.3, -0.1], [0.5, -0.3, -0.3], [0.2, -0.5, -0.2], [-0.5, 0.8, 0.0], [-0.3, -0.1, 0.8], [-0.1, 0.2, -0.1], [0.2, 1.3, -1.4], [-0.1, 1.6, -0.9], [0.2, -1.4, -0.8], [0.0, -0.2, 1.7]], "nbo_charge": [-0.203, -0.221, -0.618, -0.401, -0.622, -0.827, 0.194, 0.153, 0.189, 0.204, 0.203, 0.226, 0.197, 0.204, 0.219, 0.202, 0.206, 0.344, 0.349, 0.474, 0.473, -0.947]}